Model A:
Here is 2 unconnected molecules or ions with the total composition C5H12 from the Open Molecules 2025 dataset. Energies are from ωB97M-V with the def2-TZVPD basis set.

- E_HOMO (eV) = -10.2
- structure (SMILES) = C=C.CCC
- gap between HOMO and LUMO (eV) = 11.4

Each line ends with the Mulliken charge.
Element x y z (Å)
C1 2.355 0.352 0.748  -0.56
C2 -1.201 0.006 -0.867  -0.09
C3 2.558 -0.871 0.264  -0.45
C4 -1.238 -0.856 0.430  -1.16
C5 -2.036 1.263 -0.536  -1.03
H1 -2.740 1.165 0.292  0.28
H2 2.614 1.150 0.059  0.23
H3 2.158 0.670 1.762  0.29
H4 -2.272 -0.948 0.771  0.44
H5 2.498 -1.129 -0.789  0.24
H6 -1.584 -0.427 -1.787  0.36
H7 2.365 -1.801 0.807  0.24
H8 -1.524 2.224 -0.441  0.31
H9 -0.884 -1.882 0.272  0.28
H10 -0.138 0.247 -0.923  0.07
H11 -2.668 1.439 -1.423  0.30
H12 -0.642 -0.313 1.161  0.24



Model B:
Here is a molecular structure, C5H12 from the Open Molecules 2025 dataset. Energies are from ωB97M-V with the def2-TZVPD basis set.

- E_HOMO (eV) = -8.8
- gap between HOMO and LUMO (eV) = 10.0

Each line ends with the Mulliken charge.
Element x y z (Å)
C1 -0.862 -1.766 0.211  -1.45
C2 0.733 1.442 -1.300  -1.14
C3 0.318 0.034 -1.010  -0.20
C4 -1.095 0.660 0.932  -1.31
C5 -0.490 -0.332 -0.022  0.80
H1 0.737 -0.722 -1.661  0.31
H2 1.590 1.723 -0.684  0.25
H3 -0.323 1.280 1.386  0.32
H4 -1.640 0.151 1.722  0.37
H5 1.024 1.547 -2.343  0.36
H6 -1.944 -1.887 0.154  0.36
H7 2.079 -0.536 1.057  -0.23
H8 2.678 -0.557 1.557  0.23
H9 -0.545 -2.081 1.206  0.34
H10 -0.399 -2.419 -0.524  0.34
H11 -0.073 2.142 -1.090  0.33
H12 -1.787 1.321 0.410  0.32



Model C:
Here is a single C5H12 molecule from the Open Molecules 2025 dataset. Energies are from ωB97M-V with the def2-TZVPD basis set.

- E_HOMO (eV) = -11.0
- structure (SMILES) = CC(C)(C)C
- gap between HOMO and LUMO (eV) = 11.9

Each line ends with the Mulliken charge.
Element x y z (Å)
C1 0.994 -1.145 0.407  -1.59
C2 -1.400 -0.451 0.541  -1.58
C3 0.399 1.270 0.580  -1.85
C4 -0.021 -0.063 -0.049  1.93
C5 -0.014 0.270 -1.574  -1.45
H1 -0.297 2.064 0.278  0.42
H2 1.955 -1.073 -0.115  0.39
H3 -1.003 0.216 -2.038  0.32
H4 1.199 -1.001 1.477  0.35
H5 -1.382 -0.260 1.624  0.35
H6 -1.668 -1.511 0.420  0.39
H7 0.639 -2.180 0.301  0.39
H8 -2.215 0.146 0.121  0.39
H9 0.686 -0.348 -2.143  0.33
H10 1.396 1.558 0.224  0.42
H11 0.320 1.310 -1.722  0.35
H12 0.412 1.197 1.667  0.44



Model D:
Here is 2 unconnected molecules or ions with the total composition C5H12 from the Open Molecules 2025 dataset. Energies are from ωB97M-V with the def2-TZVPD basis set.

- E_HOMO (eV) = -8.2
- gap between HOMO and LUMO (eV) = 8.6

Each line ends with the Mulliken charge.
Element x y z (Å)
C1 -1.561 -1.079 0.311  -0.92
C2 0.333 1.358 -1.299  -0.89
C3 -1.111 0.072 1.131  -0.14
C4 0.120 -0.224 1.900  -0.86
C5 1.320 0.194 -1.262  -0.66
H1 0.834 2.280 -1.613  0.32
H2 -0.842 -1.895 0.120  0.30
H3 0.741 0.668 2.039  0.28
H4 1.762 0.026 -2.250  0.34
H5 0.841 -0.743 -0.956  0.13
H6 -2.023 -0.748 -0.627  0.28
H7 -2.399 -1.491 0.899  0.38
H8 -0.279 -0.442 2.907  0.39
H9 -0.129 1.550 -0.320  0.31
H10 2.139 0.389 -0.559  0.24
H11 -0.486 1.166 -2.002  0.23
H12 0.740 -1.081 1.583  0.28



Which is most stable, and by how much? model C, by 117.7 kJ/mol.



Model A:
Here is 2 unconnected molecules or ions with the total composition C5H12 from the Open Molecules 2025 dataset. Energies are from ωB97M-V with the def2-TZVPD basis set.

- E_HOMO (eV) = -8.0
- gap between HOMO and LUMO (eV) = 8.5

Each line ends with the Mulliken charge.
Element x y z (Å)
C1 -1.514 -0.097 -1.042  -1.03
C2 1.288 -1.177 0.678  -0.94
C3 1.527 1.114 -0.213  -0.97
C4 -1.723 0.179 0.464  -0.77
C5 1.303 -0.318 -0.521  -0.08
H1 2.621 1.210 -0.327  0.39
H2 -2.684 0.665 0.594  0.35
H3 1.032 -0.709 1.640  0.29
H4 0.723 -2.103 0.527  0.27
H5 2.345 -1.486 0.742  0.40
H6 1.269 1.474 0.798  0.29
H7 1.104 1.777 -0.974  0.28
H8 -1.548 0.777 -1.693  0.27
H9 -2.342 -0.716 -1.364  0.33
H10 -1.019 0.821 0.996  0.22
H11 -1.760 -0.756 1.018  0.24
H12 -0.623 -0.656 -1.324  0.45



Model B:
Here is a single C5H12 molecule from the Open Molecules 2025 dataset. Energies are from ωB97M-V with the def2-TZVPD basis set.

- E_HOMO (eV) = -10.5
- structure (SMILES) = CCC(C)C
- gap between HOMO and LUMO (eV) = 11.8

Each line ends with the Mulliken charge.
Element x y z (Å)
C1 1.234 0.551 0.623  -1.58
C2 -0.493 -0.648 -0.526  -0.44
C3 -0.243 -2.096 -0.175  -1.17
C4 -0.680 1.827 -0.165  -1.43
C5 -0.289 0.499 0.535  0.46
H1 -0.820 2.519 0.678  0.37
H2 0.135 2.263 -0.738  0.30
H3 -1.425 -0.561 -1.089  0.37
H4 0.502 -2.248 0.632  0.27
H5 1.671 0.645 -0.424  0.35
H6 0.368 -0.358 -1.246  0.16
H7 -0.651 0.159 1.430  0.48
H8 1.722 1.278 1.106  0.45
H9 -1.579 1.729 -0.703  0.46
H10 0.073 -2.594 -1.135  0.31
H11 1.610 -0.398 1.055  0.30
H12 -1.134 -2.569 0.139  0.36



Model C:
Here is 2 unconnected molecules or ions with the total composition C5H12 from the Open Molecules 2025 dataset. Energies are from ωB97M-V with the def2-TZVPD basis set.

- E_HOMO (eV) = -9.0
- structure (SMILES) = C=CC.CC
- gap between HOMO and LUMO (eV) = 10.1

Each line ends with the Mulliken charge.
Element x y z (Å)
C1 -1.258 -1.751 0.860  -1.00
C2 -1.063 -0.278 0.994  -0.16
C3 1.097 0.443 -1.529  -0.83
C4 2.216 1.174 -0.822  -0.93
C5 -2.054 0.593 1.244  -0.62
H1 2.714 1.888 -1.483  0.34
H2 -0.317 -2.213 0.519  0.28
H3 1.910 1.853 -0.028  0.29
H4 -2.974 0.164 0.804  0.19
H5 3.022 0.536 -0.462  0.27
H6 -0.051 0.111 1.126  0.34
H7 1.111 -0.624 -1.296  0.20
H8 1.276 0.419 -2.610  0.33
H9 -2.049 -2.160 0.240  0.37
H10 0.057 0.722 -1.439  0.33
H11 -1.226 -2.140 1.871  0.30
H12 -2.413 1.262 2.012  0.28



Model D:
Here is a single C5H12 molecule from the Open Molecules 2025 dataset. Energies are from ωB97M-V with the def2-TZVPD basis set.

- E_HOMO (eV) = -11.2
- structure (SMILES) = CC(C)(C)C
- gap between HOMO and LUMO (eV) = 12.2

Each line ends with the Mulliken charge.
Element x y z (Å)
C1 0.421 -0.023 1.489  -1.52
C2 1.180 -0.407 -0.878  -1.73
C3 -0.009 -0.001 0.005  2.02
C4 -0.452 1.413 -0.390  -1.72
C5 -1.163 -0.984 -0.221  -1.71
H1 1.511 0.023 1.568  0.35
H2 -1.468 -0.999 -1.274  0.40
H3 -2.040 -0.714 0.382  0.39
H4 -0.688 1.466 -1.460  0.41
H5 -0.861 -2.002 0.059  0.41
H6 0.094 -0.938 1.998  0.34
H7 -1.347 1.719 0.167  0.40
H8 0.900 -0.419 -1.938  0.41
H9 0.339 2.145 -0.181  0.40
H10 0.020 0.830 2.047  0.35
H11 2.013 0.298 -0.758  0.41
H12 1.550 -1.406 -0.615  0.39



Which is most stable, and by how much? model D, by 128.3 kJ/mol.



Model A:
Here is 2 unconnected molecules or ions with the total composition C5H12 from the Open Molecules 2025 dataset. Energies are from ωB97M-V with the def2-TZVPD basis set.

- E_HOMO (eV) = -9.4
- structure (SMILES) = C=C.CCC
- gap between HOMO and LUMO (eV) = 10.4

Each line ends with the Mulliken charge.
Element x y z (Å)
C1 -4.676 2.398 3.949  -0.53
C2 3.460 -1.789 -2.045  -0.84
C3 1.319 -0.459 -2.400  -1.16
C4 2.849 -0.440 -2.122  -0.47
C5 -4.649 0.969 4.023  -0.49
H1 3.301 0.251 -2.735  0.44
H2 3.356 -2.244 -3.076  0.23
H3 0.874 -1.178 -1.811  0.38
H4 -4.599 2.800 4.896  0.27
H5 0.933 0.534 -2.033  0.29
H6 -4.835 0.477 3.104  0.25
H7 1.156 -0.742 -3.445  0.33
H8 -4.217 2.879 3.004  0.24
H9 2.710 -2.192 -1.348  0.24
H10 2.766 -0.024 -1.111  0.27
H11 4.491 -1.703 -1.711  0.29
H12 -4.238 0.464 4.862  0.26



Model B:
Here is a single C5H12 molecule from the Open Molecules 2025 dataset. Energies are from ωB97M-V with the def2-TZVPD basis set.

- E_HOMO (eV) = -10.8
- structure (SMILES) = CCCCC
- gap between HOMO and LUMO (eV) = 12.1

Each line ends with the Mulliken charge.
Element x y z (Å)
C1 0.033 0.637 0.246  -0.67
C2 -2.171 -0.577 0.159  -1.16
C3 2.443 -0.058 0.040  -1.13
C4 0.970 -0.437 -0.234  -0.28
C5 -1.399 0.624 -0.319  -0.33
H1 -1.847 -1.543 -0.292  0.27
H2 -3.211 -0.494 -0.120  0.37
H3 -1.933 1.577 0.017  0.25
H4 -0.091 0.556 1.331  0.26
H5 2.830 0.814 -0.583  0.30
H6 0.825 -0.621 -1.298  0.30
H7 -2.045 -0.614 1.218  0.32
H8 -1.374 0.684 -1.429  0.29
H9 3.040 -0.981 -0.249  0.33
H10 2.765 0.204 1.138  0.27
H11 0.645 -1.389 0.255  0.27
H12 0.519 1.620 0.118  0.35



Which is most stable, and by how much? model B, by 256.0 kJ/mol.



Model A:
Here is a single C8H8N2 molecule from the Open Molecules 2025 dataset. Energies are from ωB97M-V with the def2-TZVPD basis set.

- E_HOMO (spin up / spin down) (eV) = -8.5 / -8.5
- gap between HOMO and LUMO (spin up / spin down) (eV) = 7.9 / 7.9

Each line ends with the Mulliken charge.
Element x y z (Å)
N1 -0.359 0.853 -0.096  0.21
N2 0.231 -1.618 2.783  -0.48
C1 0.801 -1.280 1.870  0.62
C2 1.251 -0.917 -0.532  -0.74
C3 -1.176 -0.671 -1.542  -0.53
C4 -1.567 1.341 -0.471  -0.49
C5 1.618 -0.721 0.971  -0.73
C6 -2.135 0.369 -1.291  -0.61
C7 0.453 1.283 0.902  -0.53
C8 -0.149 -0.360 -0.732  0.38
H1 2.007 -0.337 -1.095  0.26
H2 2.547 -0.496 1.403  0.40
H3 1.348 -1.851 -0.936  0.45
H4 0.172 1.321 2.006  0.31
H5 -1.141 -1.550 -2.206  0.38
H6 -3.088 0.519 -1.766  0.40
H7 1.171 1.962 0.586  0.38
H8 -1.983 2.152 0.147  0.34



Model B:
Here is a single C8H8N2 molecule from the Open Molecules 2025 dataset. Energies are from ωB97M-V with the def2-TZVPD basis set.

- E_HOMO (spin up / spin down) (eV) = -8.4 / -6.8
- gap between HOMO and LUMO (spin up / spin down) (eV) = 8.0 / 7.2

Each line ends with the Mulliken charge.
Element x y z (Å)
N1 -1.366 1.188 -0.033  -0.12
N2 -0.789 -2.166 0.129  -0.67
C1 -1.348 -1.039 0.251  1.04
C2 1.744 1.527 -0.126  -1.24
C3 1.692 -0.877 -0.018  -0.32
C4 2.325 -2.012 -0.186  -0.68
C5 -2.650 0.768 0.065  -0.27
C6 -0.510 0.107 0.020  0.01
C7 -2.719 -0.608 0.271  -0.89
C8 0.944 0.209 -0.067  0.74
H1 -1.114 2.122 0.064  0.21
H2 2.821 1.247 0.056  0.34
H3 -3.479 1.534 -0.121  0.31
H4 2.677 -2.541 0.800  0.18
H5 1.349 2.131 -1.007  0.29
H6 2.433 -2.463 -1.126  0.29
H7 1.512 2.163 0.719  0.34
H8 -3.522 -1.289 0.310  0.45



Which is most stable, and by how much? model A, by 138.6 kJ/mol.



Model A:
Here is a molecular structure, C3H7NOS2 from the Open Molecules 2025 dataset. Energies are from ωB97M-V with the def2-TZVPD basis set.

- E_HOMO (spin up / spin down) (eV) = -7.5 / -7.5
- gap between HOMO and LUMO (spin up / spin down) (eV) = 7.3 / 7.3

Each line ends with the Mulliken charge.
Element x y z (Å)
S1 1.888 -0.723 0.743  0.05
S2 3.889 0.589 -0.726  -0.16
O1 -0.342 -1.849 -0.781  -0.42
N1 3.176 0.270 0.723  -0.31
C1 -1.220 0.280 0.380  -0.35
C2 -0.216 -0.864 -0.113  0.36
C3 -2.620 0.137 -0.167  -1.08
H1 -0.830 1.283 0.198  0.37
H2 -2.721 -0.947 -0.065  0.27
H3 -3.291 0.797 0.396  0.34
H4 2.254 -1.601 -0.242  0.16
H5 -1.364 0.320 1.496  0.31
H6 3.942 2.017 -0.654  0.13
H7 -2.546 0.292 -1.189  0.33



Model B:
Here is a molecular structure, C3H7NOS2 from the Open Molecules 2025 dataset. Energies are from ωB97M-V with the def2-TZVPD basis set.

- E_HOMO (eV) = -8.7
- gap between HOMO and LUMO (eV) = 8.2

Each line ends with the Mulliken charge.
Element x y z (Å)
S1 -2.971 -0.154 -0.754  -0.22
S2 0.165 -0.986 -0.766  -0.05
O1 1.561 1.313 -0.979  -0.44
N1 0.296 1.546 -0.297  -0.41
C1 -0.427 0.555 -0.124  0.45
C2 -1.775 0.632 0.349  -0.56
C3 1.733 -1.349 0.007  -0.89
H1 2.567 -0.519 -0.202  0.26
H2 2.160 -2.319 -0.089  0.40
H3 1.945 -1.228 1.114  0.30
H4 -3.494 -1.499 0.405  0.15
H5 -1.890 0.185 1.258  0.30
H6 2.245 2.184 -0.411  0.39
H7 -2.114 1.640 0.488  0.33



Which is most stable, and by how much? model A, by 170.4 kJ/mol.